No. 1
The molecule C7H8. Source: the Open Molecules 2025 dataset; level of theory: ωB97M-V/def2-TZVPD.

Element x y z (Å)
C1 2.195 1.009 -0.506
C2 1.471 0.162 0.180
C3 0.137 -0.388 -0.060
C4 -2.181 0.915 0.498
C5 -1.310 0.120 -0.066
C6 0.989 -0.974 0.979
C7 -0.942 -0.922 -1.012
H1 -2.133 1.404 1.434
H2 1.406 -1.897 0.826
H3 -0.890 -0.760 -2.060
H4 -1.363 -1.954 -0.711
H5 1.769 1.666 -1.258
H6 -3.137 1.226 0.045
H7 3.233 1.023 -0.354
H8 0.757 -0.629 2.064

SMILES: C=C1CC12CC2=C
HOMO-LUMO gap: 0.36899 hartree
HOMO energy: -0.332 Ha
Electronic energy: -271.33821 a.u.

No. 2
A structure of composition C66H65IN6PS3Tc. Source: the Open Molecules 2025 dataset; level of theory: ωB97M-V/def2-TZVPD.

Element x y z (Å)
I1 -1.577 3.327 -1.025
Tc1 0.122 -0.309 0.089
S1 0.087 -2.657 -0.654
S2 -5.423 -3.903 -1.888
S3 -2.996 -2.935 -0.502
P1 0.981 2.242 1.019
N1 0.574 0.148 -1.850
N2 -0.363 -0.841 1.995
N3 -1.832 0.105 -0.270
N4 -2.797 -4.334 -2.590
N5 2.071 -0.784 0.434
N6 -1.520 -3.941 -2.306
C1 2.573 -1.360 1.567
C2 -2.851 0.127 0.645
C3 2.972 -0.325 -1.789
C4 3.992 -1.628 1.398
C5 0.726 4.068 1.465
C6 -4.094 -6.849 -5.020
C7 -0.474 6.073 2.200
C8 4.321 -1.216 0.144
C9 1.247 1.845 2.807
C10 -3.107 -6.797 -5.989
C11 3.096 -0.909 -5.445
C12 -2.687 5.512 0.618
C13 -2.011 -5.967 -5.808
C14 -1.920 -5.166 -4.683
C15 0.049 1.940 3.522
C16 5.653 -1.281 -0.525
C17 2.409 1.565 3.514
C18 1.711 0.424 -3.842
C19 -2.937 -5.191 -3.730
C20 -6.134 -0.781 0.697
C21 -0.442 4.890 1.388
C22 -3.508 -2.854 4.414
C23 -0.212 1.187 -5.352
C24 4.683 2.980 -1.680
C25 -3.823 0.607 -1.332
C26 3.378 3.138 -2.120
C27 -0.234 2.724 -5.299
C28 1.831 4.559 2.127
C29 -4.791 0.957 -2.415
C30 0.401 -4.038 5.038
C31 4.909 2.560 -0.379
C32 -0.274 -1.813 4.089
C33 -4.097 0.483 -0.006
C34 -0.313 0.452 -2.840
C35 2.316 2.883 -1.268
C36 4.894 -2.227 2.426
C37 0.009 1.737 4.889
C38 5.820 -2.574 -1.337
C39 1.835 5.783 2.806
C40 -2.739 6.585 1.521
C41 5.361 -1.183 3.449
C42 -1.595 -0.792 2.574
C43 -3.776 -3.843 -1.775
C44 2.373 1.383 4.891
C45 -1.583 4.708 0.553
C46 -2.735 -1.580 4.787
C47 -4.014 -6.056 -3.885
C48 -1.430 -3.197 -1.267
C49 0.302 -2.523 5.267
C50 0.678 6.494 2.896
C51 3.096 -0.727 -0.469
C52 -1.639 6.871 2.270
C53 -2.735 -0.278 1.967
C54 1.178 1.453 5.584
C55 -1.551 -1.394 3.897
C56 1.806 0.072 -2.433
C57 -4.872 2.475 -2.635
C58 2.855 0.463 -4.800
C59 1.825 -1.671 2.696
C60 -5.430 0.584 0.659
C61 2.529 2.462 0.046
C62 0.398 0.656 -4.096
C63 0.469 -1.450 2.891
C64 3.845 2.295 0.472
C65 -2.396 0.391 -1.483
C66 -1.691 0.533 -2.674
H1 -4.379 -2.977 5.058
H2 5.850 -0.347 2.946
H3 -1.068 -4.521 -4.528
H4 4.516 -0.797 4.021
H5 -1.229 0.812 -5.475
H6 0.627 7.407 3.476
H7 5.516 3.185 -2.340
H8 -5.776 0.581 -2.135
H9 -3.518 5.346 -0.053
H10 -2.277 0.761 -3.554
H11 6.075 -1.626 4.145
H12 -4.778 -6.123 -3.132
H13 -0.934 1.804 5.417
H14 4.377 -3.039 2.942
H15 3.366 1.485 3.024
H16 -0.588 -4.470 4.890
H17 -3.937 2.862 -3.041
H18 -3.843 -2.810 3.376
H19 6.439 -1.225 0.230
H20 3.303 -1.663 -4.685
H21 0.364 0.856 -6.217
H22 3.944 -0.865 -6.128
H23 -5.315 0.965 1.676
H24 1.001 -4.260 4.155
H25 -4.508 0.464 -3.346
H26 2.744 6.124 3.282
H27 -0.323 -2.332 6.141
H28 3.179 3.464 -3.134
H29 -4.937 -7.516 -5.141
H30 0.854 -4.524 5.902
H31 4.075 1.956 1.468
H32 2.653 1.198 -5.581
H33 3.759 0.784 -4.278
H34 3.299 1.201 5.423
H35 -3.626 7.201 1.573
H36 -1.224 -5.943 -6.549
H37 -6.287 -1.170 -0.309
H38 -5.062 2.986 -1.691
H39 -5.678 2.718 -3.327
H40 5.765 -2.658 1.931
H41 3.867 -0.362 -2.395
H42 5.757 -3.446 -0.686
H43 1.306 3.026 -1.631
H44 0.781 3.111 -5.195
H45 -3.644 -0.276 2.555
H46 -0.867 2.193 2.995
H47 2.354 -2.141 3.514
H48 -0.815 3.068 -4.441
H49 -3.400 -0.718 4.707
H50 -2.405 -1.647 5.825
H51 5.769 -0.417 -1.183
H52 2.735 3.971 2.158
H53 -5.536 -1.511 1.245
H54 -7.105 -0.690 1.185
H55 -2.873 -3.732 4.528
H56 1.295 -2.122 5.483
H57 2.218 -1.227 -6.007
H58 -6.050 1.297 0.113
H59 6.789 -2.587 -1.835
H60 5.037 -2.660 -2.092
H61 -3.188 -7.406 -6.880
H62 -1.623 7.738 2.920
H63 5.921 2.444 -0.011
H64 1.156 1.293 6.654
H65 -0.671 3.140 -6.206

Multiplicity: 4
HOMO-LUMO gap (alpha / beta): 0.21152 / 0.14920 hartree
HOMO energy (alpha / beta): -0.342 / -0.343 Ha
Total charge: +1
Electronic energy: -4796.88075 a.u.

Values for relative energy (zero: lowest compared OMol25 entry of this formula, charge and spin), eV, ordered as above
5.258 0.000